1.
A molecular structure, C23H28NOSr. Source: the OMol25 dataset; level of theory: ωB97M-V/def2-TZVPD.

Structure (ORCA input):
```
! RIJCOSX wB97M-V def2-TZVPD def2/J DEFGRID3
* xyz -1 1
C 2.456 0.178 2.741
C 2.320 -0.588 1.554
C 2.071 0.305 0.478
H 2.455 -1.664 1.466
C 2.033 1.628 1.008
C 2.282 1.547 2.403
H 1.925 2.545 0.430
C -1.585 -2.000 3.274
C -0.336 -2.466 2.781
C -0.371 -2.401 1.361
H 0.497 -2.843 3.382
C -1.647 -1.908 0.975
C -2.394 -1.641 2.164
H 2.054 0.039 -0.578
H 2.360 2.395 3.088
H 2.686 -0.218 3.731
H -3.424 -1.274 2.189
H 0.410 -2.716 0.664
H -1.876 -1.913 4.324
Sr -0.410 0.418 2.001
C -2.077 -1.511 -0.416
C -3.598 -1.701 -0.522
C -1.363 -2.352 -1.482
H -3.860 -2.734 -0.250
H -3.928 -1.495 -1.543
H -4.128 -1.013 0.147
H -1.512 -3.422 -1.273
H -0.284 -2.150 -1.531
H -1.798 -2.130 -2.464
C -1.647 -0.009 -0.553
C -2.207 0.723 -1.758
H -0.539 0.060 -0.576
H -2.071 0.575 0.311
O -3.363 0.501 -2.099
N -1.457 1.646 -2.440
C -0.306 2.434 -1.998
H -1.970 2.034 -3.224
C 0.990 1.897 -2.567
C 2.180 2.586 -2.311
H 2.125 3.553 -1.800
C 3.404 2.030 -2.682
H 4.328 2.551 -2.430
C 3.438 0.810 -3.369
H 4.395 0.364 -3.640
C 2.244 0.171 -3.717
H 2.247 -0.758 -4.287
C 1.014 0.728 -3.335
H 0.071 0.256 -3.623
H -0.257 2.508 -0.894
H -0.462 3.462 -2.365
C -0.306 0.697 4.564
H 0.009 -0.232 5.061
H -1.283 1.029 4.943
H 0.465 1.472 4.689
*
```

As for the HOMO energy: -2.95 eV. The LUMO energy is 2.29 eV. As for the total energy: -28679.109 eV. As for the HOMO-LUMO gap: 5.24 eV. The value obtained for the energy relative to the best compared isomer or geometry (same formula, charge and spin) is 0.0 kcal per mole.

=====

2.
2 unconnected molecules or ions with the total composition C22H38BF2I2NO9. Source: the OMol25 dataset; level of theory: ωB97M-V/def2-TZVPD.

Structure (ORCA input):
```
! RIJCOSX wB97M-V def2-TZVPD def2/J DEFGRID3
* xyz 0 1
C -3.079 3.475 3.338
C -2.551 4.205 2.095
O -3.593 4.649 1.227
C -4.004 3.712 0.261
C -3.466 4.055 -1.111
O -2.067 3.830 -1.150
C -1.559 3.335 -2.361
C -1.754 1.832 -2.488
O -0.579 1.172 -2.024
C -0.845 -0.125 -1.502
C 0.481 -0.773 -1.099
C 1.138 -1.515 -2.258
C 0.266 -2.410 -3.128
C 1.082 -3.435 -3.947
C 0.772 -4.878 -3.527
C 1.088 -5.064 -2.067
O 0.269 -4.984 -1.179
O 2.396 -5.239 -1.859
C 2.793 -5.537 -0.499
C 2.339 -6.915 -0.054
N 1.627 -0.315 -3.056
C 2.199 0.662 -2.049
C 1.638 0.210 -0.691
C 1.315 1.365 0.284
I -0.311 0.916 1.613
C 2.489 1.902 1.165
C 2.637 1.332 2.578
I 4.444 1.777 0.232
H -2.819 4.011 4.251
H -4.164 3.378 3.280
H -2.650 2.474 3.428
H -1.978 5.089 2.377
H -1.870 3.553 1.537
H -3.704 2.695 0.542
H -5.099 3.725 0.214
H -3.679 5.111 -1.321
H -3.996 3.461 -1.871
H -2.029 3.837 -3.218
H -0.494 3.575 -2.380
H -2.000 1.519 -3.510
H -2.589 1.545 -1.838
H -1.397 -0.708 -2.248
H -1.483 -0.054 -0.620
H 0.313 -1.407 -0.226
H 2.008 -2.070 -1.902
H -0.475 -2.909 -2.501
H -0.304 -1.782 -3.821
H 0.822 -3.338 -5.003
H 2.156 -3.249 -3.862
H -0.296 -5.062 -3.653
H 1.329 -5.587 -4.139
H 3.881 -5.475 -0.519
H 2.418 -4.755 0.163
H 2.385 -7.610 -0.896
H 2.999 -7.272 0.738
H 1.314 -6.894 0.313
H 2.366 -0.550 -3.714
H 0.839 0.151 -3.509
H 1.938 1.690 -2.288
H 3.283 0.603 -2.087
H 2.351 -0.451 -0.187
H 0.943 2.208 -0.298
H 2.325 2.976 1.244
H 1.938 1.807 3.266
H 2.514 0.248 2.605
H 3.639 1.544 2.955
B 0.542 0.746 6.021
O -0.152 0.598 4.689
C -1.450 0.652 4.845
O -2.264 0.573 3.954
C -1.750 0.842 6.350
O -2.846 0.932 6.825
O -0.599 0.894 6.980
F 1.336 1.880 5.998
F 1.284 -0.386 6.292
*
```

As for the HOMO energy: -8.51 eV. The LUMO energy is -1.13 eV. As for the total energy: -65664.383 eV. As for the HOMO-LUMO gap: 7.37 eV.

=====

3.
C7H10 in the gas phase. Source: the OMol25 dataset; level of theory: ωB97M-V/def2-TZVPD.

Structure (ORCA input):
```
! RIJCOSX wB97M-V def2-TZVPD def2/J DEFGRID3
* xyz 0 1
C 1.097 -0.458 -2.365
C 0.876 0.185 -1.292
C 0.416 -0.066 0.108
C -1.072 0.007 -0.205
C -1.711 1.116 -0.244
C 0.965 -0.385 1.234
C -0.055 -0.478 2.349
H 1.776 0.082 -3.057
H 0.944 -1.503 -2.694
H 1.302 1.125 -1.453
H -1.550 -0.861 -0.653
H -1.090 2.066 -0.272
H -2.783 1.310 -0.419
H 1.970 -0.577 1.348
H -1.085 -0.648 1.751
H -0.199 0.446 2.897
H 0.198 -1.361 2.965
*
```

Its SMILES is C=CC(C=C)=CC. As for the HOMO energy: -8.83 eV. The LUMO energy is 1.14 eV. As for the total energy: -7416.939 eV. As for the HOMO-LUMO gap: 9.97 eV. The value obtained for the energy relative to the best compared isomer or geometry (same formula, charge and spin) is 94.5 kcal per mole.

=====

4.
C20H29N3O4 in the gas phase. Source: the OMol25 dataset; level of theory: ωB97M-V/def2-TZVPD.

Structure (ORCA input):
```
! RIJCOSX wB97M-V def2-TZVPD def2/J DEFGRID3
* xyz 0 1
C -0.408 -3.394 0.968
C 0.922 -2.758 0.698
C 2.074 -3.532 0.595
C 3.300 -2.942 0.372
C 3.408 -1.562 0.233
C 2.256 -0.775 0.317
C 1.033 -1.386 0.562
N 2.380 0.636 0.229
C 1.441 1.407 -0.385
O 0.479 0.925 -0.955
C 1.646 2.913 -0.302
C 0.380 3.659 -0.737
C -0.715 3.438 0.300
O -0.700 3.992 1.382
N -1.693 2.599 -0.099
C -2.718 2.136 0.808
C -2.467 0.692 1.295
N -3.008 -0.384 0.491
C -4.447 -0.544 0.586
C -4.830 -1.864 -0.088
O -4.434 -1.886 -1.439
C -3.041 -1.693 -1.548
C -2.610 -0.373 -0.907
C 3.695 1.085 0.631
C 4.742 0.334 -0.207
C 4.579 0.626 -1.699
O 4.664 -1.053 0.053
H -0.373 -3.968 1.893
H -0.668 -4.080 0.162
H -1.186 -2.639 1.053
H 2.009 -4.604 0.698
H 4.201 -3.529 0.302
H 0.152 -0.773 0.650
H 2.476 3.202 -0.952
H 1.881 3.196 0.726
H 0.597 4.727 -0.778
H 0.062 3.314 -1.721
H -1.516 2.036 -0.918
H -3.694 2.209 0.319
H -2.699 2.817 1.662
H -1.384 0.548 1.363
H -2.882 0.577 2.299
H -4.735 -0.575 1.638
H -4.995 0.276 0.090
H -5.912 -2.002 -0.083
H -4.351 -2.694 0.454
H -2.814 -1.694 -2.615
H -2.513 -2.524 -1.060
H -1.526 -0.272 -0.977
H -3.093 0.450 -1.463
H 3.846 0.844 1.690
H 3.813 2.156 0.491
H 5.748 0.625 0.116
H 5.290 0.030 -2.265
H 4.765 1.678 -1.898
H 3.575 0.371 -2.033
*
```

Its SMILES is Cc1ccc2c(c1)N(C(=O)CCC(=O)NCCN1CCOCC1)C[C@H](C)O2. As for the HOMO energy: -8.29 eV. The LUMO energy is 0.58 eV. As for the total energy: -33871.806 eV. As for the HOMO-LUMO gap: 8.88 eV. The value obtained for the energy relative to the best compared isomer or geometry (same formula, charge and spin) is 29.4 kcal per mole.

=====

5.
A molecular structure, C25H33LiN6O5S. Source: the OMol25 dataset; level of theory: ωB97M-V/def2-TZVPD.

Structure (ORCA input):
```
! RIJCOSX wB97M-V def2-TZVPD def2/J DEFGRID3
* xyz -2 1
Li 8.565 9.689 14.947
C 6.687 6.658 17.855
C 7.006 7.451 16.566
N 8.098 8.076 16.257
O 9.001 8.086 17.295
C 6.091 7.371 15.455
C 4.872 6.431 15.484
N 6.234 8.196 14.426
O 5.388 8.365 13.493
H 6.648 5.590 17.621
H 5.727 6.918 18.270
H 7.454 6.752 18.652
H 9.813 7.637 16.942
H 4.064 6.874 16.101
H 5.098 5.406 15.800
H 4.571 6.491 14.407
C 13.822 8.164 15.308
N 12.782 8.030 16.264
C 12.019 9.246 16.510
C 12.238 6.821 16.658
O 11.014 6.616 16.885
N 13.193 5.867 16.674
C 12.698 4.527 16.585
C 14.368 6.099 17.455
H 13.518 8.869 14.502
H 14.011 7.194 14.835
H 14.731 8.436 15.819
H 11.272 9.453 15.697
H 12.703 10.099 16.627
H 11.494 9.171 17.449
H 12.196 4.463 15.576
H 12.026 4.347 17.415
H 13.549 3.764 16.560
H 14.258 7.017 18.076
H 15.236 6.127 16.848
H 14.582 5.303 18.193
S 5.730 11.813 12.306
C 6.683 11.544 13.669
N 7.459 11.207 14.447
C 6.294 9.088 5.912
C 6.400 8.487 7.329
C 5.585 7.422 7.638
C 5.762 6.607 8.766
C 6.726 7.040 9.691
C 7.479 8.194 9.437
N 8.414 8.493 10.429
C 9.693 8.848 10.292
C 10.314 8.933 9.075
C 11.569 9.496 8.893
C 12.325 9.942 10.056
C 11.644 9.747 11.323
C 10.381 9.197 11.497
C 9.749 9.183 12.837
O 10.409 9.650 13.813
O 8.573 8.683 12.941
C 7.278 9.007 8.295
C 7.835 10.414 8.124
H 5.721 8.412 5.358
H 7.291 9.018 5.442
H 5.907 10.111 5.967
H 4.929 7.113 6.802
H 5.092 5.812 9.041
H 6.798 6.540 10.635
H 8.125 8.407 11.441
H 9.757 8.556 8.184
H 11.915 9.724 7.873
H 13.384 10.338 10.006
H 12.193 10.026 12.251
H 8.826 10.414 7.607
H 8.123 10.909 9.088
H 7.227 11.021 7.476
*
```

As for the HOMO energy: -0.10 eV. The LUMO energy is 3.74 eV. As for the total energy: -56677.722 eV. As for the HOMO-LUMO gap: 3.84 eV. The value obtained for the energy relative to the best compared isomer or geometry (same formula, charge and spin) is 31.0 kcal per mole.

=====

6.
A molecular structure, C24H28BF3N. Source: the OMol25 dataset; level of theory: ωB97M-V/def2-TZVPD.

Structure (ORCA input):
```
! RIJCOSX wB97M-V def2-TZVPD def2/J DEFGRID3
* xyz 1 1
F -3.833 -4.153 -3.130
C -3.789 -2.782 -3.175
F -4.459 -2.396 -4.292
F -4.511 -2.326 -2.096
C -2.378 -2.282 -3.129
C -1.878 -1.480 -4.155
C -0.624 -0.904 -3.976
C 0.126 -1.151 -2.822
C 1.228 -0.171 -2.469
C 2.527 -0.663 -1.874
C 3.519 0.294 -1.612
C 4.603 -0.020 -0.795
C 4.699 -1.297 -0.235
C 3.757 -2.277 -0.554
C 2.709 -1.971 -1.425
C -0.370 -2.044 -1.858
C -1.627 -2.625 -2.014
H -2.461 -1.286 -5.051
H -0.257 -0.166 -4.693
H 1.417 0.525 -3.301
H 3.420 1.287 -2.052
H 5.373 0.731 -0.609
H 5.504 -1.517 0.465
H 3.827 -3.276 -0.123
H 2.008 -2.751 -1.720
H 0.179 -2.238 -0.935
H -2.012 -3.327 -1.271
C 1.889 0.318 2.449
C 0.668 -0.179 1.706
N -0.313 0.899 1.337
C -1.473 0.220 0.673
C -2.607 1.136 0.268
C -0.739 1.667 2.508
C -1.374 1.016 3.543
C -1.791 1.801 4.628
C -1.542 3.169 4.604
C -0.885 3.793 3.528
C -0.472 3.008 2.456
B 0.313 2.243 0.593
H 0.785 0.441 -1.700
H 2.404 -0.555 2.869
H 2.576 0.832 1.771
H 1.620 0.990 3.272
H 0.924 -0.696 0.774
H 0.113 -0.881 2.330
H -1.063 -0.348 -0.169
H -1.837 -0.507 1.400
H -3.399 0.504 -0.156
H -3.022 1.669 1.131
H -2.291 1.860 -0.487
H -1.540 -0.063 3.498
H -2.297 1.308 5.453
H -1.856 3.793 5.435
H -0.687 4.862 3.503
H 0.075 3.354 1.506
H -0.373 2.495 -0.350
H 1.497 2.115 0.527
*
```

As for the HOMO energy: -11.56 eV. The LUMO energy is -3.35 eV. As for the total energy: -35654.187 eV. As for the HOMO-LUMO gap: 8.22 eV.